(1)
{"formula": "C22H48Cl6Cu2N3O10P", "method": "ωB97M-V/def2-TZVPD", "energy_ha": -8167.35876, "multiplicity": 1, "total_charge": 0, "fmax_ev_per_a": 1.815, "species": ["N", "H", "C", "C", "C", "H", "C", "H", "H", "C", "P", "O", "H", "C", "O", "H", "H", "H", "H", "H", "H", "C", "H", "H", "O", "H", "H", "H", "H", "Cu", "H", "H", "Cl", "C", "C", "H", "C", "H", "C", "O", "C", "N", "O", "H", "C", "H", "H", "H", "H", "H", "H", "H", "H", "H", "H", "H", "H", "O", "C", "H", "C", "H", "C", "H", "H", "H", "O", "C", "O", "Cl", "Cl", "H", "H", "H", "O", "Cl", "H", "H", "H", "H", "Cl", "C", "C", "H", "Cl", "C", "N", "C", "O", "Cu", "H", "C"], "coordinates": [[-24.3000, 21.7719, -0.8856], [-25.6654, 22.0292, 2.2777], [-31.4422, 25.4533, 2.7879], [-31.4307, 17.7886, -4.6905], [-33.7800, 21.9470, 1.0560], [-32.7643, 23.7642, 0.6543], [-23.3706, 22.1869, 0.1327], [-28.8351, 19.6258, 1.8678], [-27.3642, 23.0413, 0.5764], [-27.7312, 15.2462, -3.6792], [-30.0001, 22.8912, 0.7130], [-30.0500, 24.4320, 1.0922], [-33.7923, 19.8088, -5.5688], [-33.2896, 18.8908, -5.8874], [-28.9430, 22.2343, 1.6801], [-29.3220, 25.7335, 2.5604], [-34.6819, 22.4490, 0.7091], [-29.1277, 18.7560, 4.1691], [-30.7346, 18.1125, 4.6419], [-32.4678, 22.6131, -0.5343], [-27.0674, 21.5782, 3.2524], [-26.0091, 18.6381, -4.3472], [-22.3451, 22.0990, -0.2429], [-30.6322, 16.7426, -2.0481], [-29.2143, 19.2464, -2.8282], [-24.3867, 23.5781, -1.8398], [-31.7621, 26.1924, 2.0535], [-29.7108, 17.1851, 3.5678], [-31.2873, 26.0545, 3.6928], [-29.2897, 21.3507, -2.4618], [-30.9177, 20.1045, -6.6868], [-30.1575, 19.9859, -5.1047], [-26.0966, 20.9558, -5.8208], [-24.8821, 20.5626, -0.8938], [-30.0543, 24.9381, 2.4337], [-26.7328, 23.2819, 2.9878], [-27.5643, 22.2347, 1.2849], [-29.5150, 15.1925, -4.9217], [-29.8904, 15.4608, -0.4670], [-24.9005, 19.7746, 0.0456], [-28.7490, 15.8945, -4.6105], [-31.9286, 18.7889, -5.4502], [-31.9973, 16.7346, -4.4681], [-33.8220, 20.9523, 0.6031], [-30.8037, 16.5415, -0.9926], [-26.0716, 18.0625, -5.2669], [-27.2754, 21.3140, 0.7686], [-32.0653, 19.7719, 1.6679], [-23.4897, 21.6683, 1.0760], [-28.1907, 14.9142, -2.7500], [-31.7073, 20.8285, -5.2382], [-30.1392, 19.5421, 0.6927], [-33.7776, 21.8012, 2.1349], [-23.3436, 22.4443, -2.6942], [-25.3119, 20.2683, -1.8531], [-33.8541, 18.0822, -5.4218], [-26.9686, 15.9488, -3.3505], [-31.3730, 22.3033, 1.2430], [-32.5614, 22.6905, 0.5528], [-29.7934, 24.1218, 3.1133], [-26.7946, 19.9226, -4.5205], [-29.1752, 16.7075, -4.0233], [-29.6953, 19.0358, 1.5483], [-29.3385, 18.0750, 1.1630], [-25.1208, 22.4213, -2.7916], [-23.4731, 23.2623, 0.3078], [-29.7677, 22.6587, -0.7173], [-24.2683, 22.5221, -2.1202], [-27.8398, 19.8320, -1.1902], [-26.9041, 13.8937, -4.4925], [-24.3003, 18.9203, -3.8629], [-27.7980, 19.6305, -4.8302], [-26.8990, 20.5052, -3.6081], [-29.9552, 14.5338, -1.0281], [-32.6405, 19.2500, 3.5507], [-32.5035, 16.0345, -0.8156], [-32.1758, 24.6852, 3.0091], [-28.8636, 15.8241, -0.5443], [-26.4708, 18.0499, -3.5533], [-30.4543, 18.0363, -4.2520], [-30.0290, 15.1493, 1.2973], [-31.1147, 19.9916, -5.6171], [-30.0071, 18.2009, 3.8419], [-30.7544, 17.4836, -0.4586], [-28.0040, 16.5708, -6.0749], [-26.6901, 22.2955, 2.5215], [-30.5935, 18.8022, 2.6607], [-31.8380, 19.2973, 2.6311], [-27.9313, 17.7152, -1.8119], [-26.4627, 18.1094, -0.2896], [-33.3554, 18.8406, -6.9769], [-28.3252, 18.9318, -1.9425]], "atomic_forces_ev_per_a": [[-0.43, -0.86, -0.56], [0.07, 0.08, -0.06], [0.90, 0.95, 0.52], [-0.51, -0.35, 0.09], [0.31, -0.88, -0.46], [0.46, 0.03, 0.56], [0.55, 0.89, 0.01], [0.06, 0.03, 0.01], [-0.06, 0.17, 0.16], [0.20, 0.34, -0.33], [-0.38, 0.17, 0.83], [0.59, -0.14, -1.02], [0.43, 0.20, 0.09], [-0.58, -0.62, -0.02], [-0.62, -0.07, -0.12], [0.12, -0.07, -0.51], [0.01, 0.20, 0.22], [-0.01, 0.10, 0.05], [-0.13, 0.28, -0.05], [0.34, -0.61, 0.07], [0.08, -0.07, -0.03], [-0.29, 0.28, 0.14], [-0.01, -0.39, 0.14], [0.12, -0.19, -0.01], [0.05, 0.78, -0.01], [0.37, -0.03, 0.01], [-0.28, -0.33, -0.21], [0.23, 0.00, 0.14], [-0.26, -0.22, 0.12], [-0.02, -0.97, 1.13], [0.00, 0.39, 0.05], [-0.05, -0.48, 0.24], [-0.15, -0.04, 0.30], [0.13, -0.11, -0.44], [-0.97, -0.72, 0.70], [0.16, -0.02, 0.01], [1.35, -0.44, -0.18], [-0.06, 0.04, -0.01], [1.10, 0.76, 0.05], [-0.33, -0.76, 0.73], [0.31, -0.19, 1.13], [1.15, 1.05, 0.64], [0.02, -0.07, 0.08], [0.05, -0.04, 0.15], [-0.54, -0.23, 0.19], [0.51, 0.07, 0.07], [-0.76, -0.08, -0.17], [-0.09, -0.02, -0.09], [-0.11, -0.29, -0.14], [-0.28, -0.29, -0.26], [0.20, 0.25, -0.19], [-0.36, 0.15, 0.25], [-0.06, 0.26, 0.03], [0.05, -0.31, 0.13], [-0.23, 0.40, 0.03], [0.08, -0.18, -0.31], [-0.01, 0.06, -0.30], [0.63, -0.20, 0.04], [-1.26, 1.14, -0.55], [0.15, 0.12, 0.00], [0.00, -0.31, -0.36], [-0.05, -0.02, -0.27], [0.44, -0.56, -0.07], [0.17, 0.01, 0.09], [-0.01, -0.92, 0.19], [-0.31, -0.08, 0.10], [0.22, 0.09, -1.02], [-0.24, 1.80, -0.07], [0.47, 0.83, 0.47], [0.03, -0.24, 0.19], [-0.16, -0.13, -0.19], [0.08, 0.08, -0.07], [0.28, 0.08, 0.00], [-0.37, -0.12, 0.20], [0.17, 0.08, -0.33], [-0.35, -0.08, -0.11], [-0.05, -0.08, -0.29], [-0.10, 0.02, -0.33], [0.03, 0.10, -0.01], [-0.04, 0.13, -0.20], [-0.35, -0.08, -0.19], [-0.71, -0.06, -0.55], [-0.17, -0.60, -0.40], [0.40, -0.07, 0.13], [-0.13, 0.07, -0.15], [-0.60, 0.40, 0.24], [0.44, 0.48, -0.33], [-0.62, 0.04, 0.67], [0.60, -0.38, 0.57], [-0.31, 0.90, -0.85], [-0.11, -0.12, 0.03], [-0.60, -0.15, -0.18]], "mulliken_charge": [0.3893, 0.1966, -1.2685, 0.8996, -1.3512, 0.3371, -1.0767, 0.1277, 0.6069, 0.1641, -0.0072, -0.3155, 0.3338, -1.0170, 0.0059, 0.4281, 0.4240, 0.2788, 0.3795, 0.2724, 0.2923, 0.5554, 0.3612, -0.6124, -0.4039, 0.3812, 0.2875, 0.2197, 0.4493, 0.3153, 0.3026, -0.1902, -0.2158, 0.5611, -0.0849, 0.3672, 0.3835, 0.4932, -0.0211, -0.8402, 0.6884, 0.0572, -0.6501, 0.3422, 1.5811, 0.4847, -0.4319, 0.2000, 0.3155, 0.0401, 0.2779, 0.0033, 0.3212, 0.3250, -0.2107, 0.3490, -0.0816, 0.1693, -0.2823, 0.2020, 1.0742, -0.9795, -0.6259, 0.1295, 0.2450, 0.3474, -0.3754, -0.9979, -0.0646, -0.2164, -0.1849, -0.4429, -0.4563, 0.5647, -0.6848, -0.2207, 0.2535, -0.3407, -0.8986, -0.4251, -0.2032, -0.5058, -0.9890, -0.6920, -0.1790, -1.2849, 0.3083, 0.4399, -0.4184, 0.0018, 0.3046, 1.4080]}

***

(2)
{"formula": "C22H48N2O10P2S2", "method": "ωB97M-V/def2-TZVPD", "energy_ha": -3207.99469, "multiplicity": 1, "total_charge": 0, "smiles": "CCCCCCCCCCCN[C@@H](PP(=O)(O)O)[C@@H](OC)ON=O.O=S1(=O)CCCC1.O=S1(=O)CCCC1", "fmax_ev_per_a": 1.122, "species": ["O", "H", "O", "H", "H", "H", "O", "H", "H", "H", "C", "H", "C", "O", "H", "H", "H", "H", "C", "C", "H", "H", "H", "C", "N", "C", "H", "H", "H", "O", "H", "H", "H", "P", "H", "H", "O", "C", "C", "C", "H", "S", "C", "H", "H", "H", "H", "H", "H", "H", "H", "C", "H", "H", "O", "C", "H", "O", "N", "C", "H", "C", "S", "H", "O", "C", "H", "H", "H", "H", "C", "O", "H", "H", "H", "C", "C", "H", "H", "H", "C", "C", "H", "P", "C", "C"], "coordinates": [[-0.1824, -1.8172, 1.2949], [5.6032, 2.7331, -4.0228], [2.8839, -1.0787, 3.5459], [-1.8731, 1.4885, -2.6697], [-3.5082, -5.0179, -1.5379], [3.4195, 3.3130, -5.0248], [3.0298, 6.0106, -2.8641], [-2.5603, 0.7618, -1.2340], [-0.1302, 2.0201, -1.5583], [-1.5112, -5.2588, 0.4965], [2.1844, -2.3993, 5.7293], [3.3546, 4.1515, -1.0593], [-2.1663, 0.2999, 2.7776], [0.6351, -1.7188, -1.1157], [-1.1143, 0.6817, 0.0545], [-1.0375, 4.1582, -1.6365], [0.2146, -2.1044, 2.1205], [-2.9810, 0.9552, 3.0974], [4.7624, -2.1886, 5.0394], [-2.7495, 2.8925, -1.2720], [-2.7023, -1.6363, -1.8493], [4.2120, -0.5693, 6.3532], [-3.8025, 0.8989, -3.7282], [-2.5597, -4.5465, -1.2761], [-0.2790, 2.5023, -0.6830], [-0.4572, 1.5001, 0.3634], [-3.9227, -3.6697, -3.3491], [1.8745, 1.0987, -0.5231], [5.4073, -1.5454, 4.4456], [-0.2309, 3.1166, 2.0863], [2.5969, -1.5010, 1.5873], [5.1779, -3.1940, 5.0933], [-5.1298, -2.0811, -2.0950], [0.9525, -1.3467, 0.2621], [2.1080, 3.0247, -1.6430], [3.6772, 1.7305, -2.8751], [2.2912, -2.0161, 0.8165], [-4.8110, 0.0429, -2.0165], [3.9057, 4.0426, -4.3782], [-4.0307, 1.1814, -2.7020], [-5.8710, 0.3007, -2.0369], [2.6605, 4.6742, -3.2557], [-3.1655, -1.7183, -2.8362], [1.5440, -1.5189, 5.7401], [-4.5105, -0.0515, -0.9720], [-2.0586, 2.3261, 1.5586], [5.5421, 4.1525, -2.9777], [4.2942, 4.8684, -4.9691], [-2.0114, -0.4518, 3.5453], [4.7527, 2.2660, -1.5916], [-2.8064, -3.7274, -0.5974], [-4.6310, -1.3146, -2.6933], [3.4545, -3.4240, 7.1488], [1.5791, -3.3010, 5.6882], [-1.5264, 4.7280, 2.6905], [-1.3652, 3.4622, -0.8648], [-1.1587, -3.2485, -2.2246], [1.3457, 4.4031, -3.7797], [-0.8990, 3.8729, 3.1407], [-1.6275, -5.5310, -0.5485], [2.7451, -1.9444, 7.7803], [-1.9430, -3.9428, -2.5358], [3.1738, -2.3229, 4.2301], [-1.4572, -4.7144, -3.1336], [3.0799, -3.5676, 3.5169], [3.0243, 3.5493, -1.9030], [5.2668, -1.7627, 7.1087], [-2.6457, -1.0295, -3.5007], [-2.4476, -0.2000, 1.8502], [-0.6450, -5.5280, -1.0174], [4.1262, 2.6116, -2.4123], [-0.9549, 1.0204, 2.6537], [-2.0093, -6.5483, -0.5993], [-4.6739, 2.0597, -2.7356], [-2.6159, -3.1071, -4.3985], [3.1837, -2.3981, 6.8936], [-1.0074, 2.0300, 1.6732], [-3.2150, 3.6139, -1.9474], [-1.4751, 4.0594, 0.0358], [-5.1243, -1.3118, -3.6681], [-2.7139, 1.5432, -1.9792], [4.4312, -1.6366, 6.4228], [-3.4067, 2.8489, -0.3998], [1.2375, 0.7630, 0.6812], [4.9350, 3.3858, -3.4633], [-2.9611, -3.1529, -3.3669]], "atomic_forces_ev_per_a": [[-0.15, 0.06, -0.08], [0.01, 0.00, 0.00], [-0.06, -0.04, -0.25], [0.05, 0.08, -0.12], [-0.04, -0.14, 0.03], [-0.03, 0.00, 0.00], [-0.05, 0.07, -0.02], [0.25, -0.04, -0.09], [0.13, -0.10, -0.06], [0.09, -0.07, 0.12], [0.00, 0.06, 0.26], [-0.03, 0.08, -0.03], [-0.06, -0.01, 0.10], [-0.19, -0.07, -0.19], [-0.17, 0.00, 0.15], [0.13, -0.07, -0.08], [-0.01, -0.10, 0.31], [-0.05, 0.07, -0.01], [0.10, 0.14, 0.15], [0.14, 0.24, -0.09], [0.14, 0.05, 0.02], [0.02, 0.01, -0.01], [-0.15, 0.02, -0.14], [0.13, 0.11, 0.03], [-0.25, 0.20, 0.36], [0.56, -0.32, -0.63], [-0.04, -0.14, -0.16], [-0.19, -0.21, -0.29], [-0.04, -0.02, -0.08], [0.22, -0.06, -0.24], [0.25, -0.28, 0.16], [-0.02, -0.02, -0.04], [-0.11, -0.03, 0.00], [0.07, -0.09, -0.58], [-0.07, 0.17, 0.06], [-0.01, 0.00, -0.01], [-0.07, 0.43, 0.07], [-0.17, 0.02, -0.54], [0.18, -0.10, -0.03], [0.15, -0.01, 0.43], [-0.08, -0.09, 0.17], [0.03, -0.12, 0.04], [-0.20, -0.31, 0.00], [0.03, 0.03, -0.07], [-0.01, 0.13, 0.15], [-0.03, 0.21, -0.13], [0.00, 0.01, -0.01], [-0.07, 0.05, 0.01], [0.04, -0.07, 0.02], [0.00, -0.01, 0.01], [-0.11, 0.06, 0.02], [0.23, -0.02, 0.10], [0.01, -0.01, -0.02], [-0.02, 0.01, -0.09], [-0.20, 0.30, -0.13], [-0.35, -0.02, -0.28], [0.22, -0.10, -0.06], [-0.08, 0.07, 0.00], [0.08, -0.17, 0.37], [-0.19, 0.15, -0.25], [-0.01, 0.00, 0.01], [-0.10, 0.29, 0.08], [0.07, -0.27, 0.29], [-0.10, -0.17, -0.06], [-0.05, 0.04, -0.12], [0.11, -0.28, 0.06], [0.01, 0.00, 0.00], [0.11, 0.17, 0.10], [0.01, -0.07, -0.09], [0.13, 0.01, 0.09], [-0.01, 0.07, -0.05], [0.04, -0.01, -0.03], [0.00, -0.10, 0.04], [0.04, 0.14, -0.13], [-0.13, -0.04, -0.13], [0.03, 0.01, -0.05], [-0.16, -0.11, 0.21], [-0.02, 0.09, 0.03], [0.11, 0.03, 0.13], [0.01, 0.02, -0.10], [-0.35, -0.26, 0.11], [-0.09, 0.00, -0.02], [-0.08, -0.17, 0.04], [0.36, 0.42, 0.98], [-0.05, 0.00, 0.05], [0.19, 0.19, 0.25]], "mulliken_charge": [-0.3586, 0.3577, -0.7540, 0.4030, 0.3783, 0.3431, -0.6775, -0.4029, 0.4746, 0.2722, -0.6870, 0.3894, -0.6463, -0.6211, -0.9202, 0.5456, 0.2332, 0.3369, -0.8100, -0.7355, -0.1661, 0.2924, 0.4830, -0.1572, -0.3202, 1.7359, 0.3950, -0.2850, 0.3846, -0.2303, 0.2453, 0.3799, 0.4276, 0.9124, -0.8230, 0.3365, -0.4399, -0.7147, -0.7257, -1.2067, 0.3392, 1.1615, 0.4470, 0.3514, 0.3762, 0.7240, 0.3155, 0.4156, 0.2712, 0.3940, 0.1548, -1.0096, 0.2940, 0.4002, -0.2036, -1.1539, 0.1246, -0.6529, 0.0743, -1.2658, 0.3318, -0.5990, 1.2957, 0.5224, -0.7204, 0.6357, 0.3597, 0.2378, 0.1984, 0.3549, -0.7338, -0.3861, 0.3382, 0.5007, 0.3885, -0.6321, -0.6409, 0.5177, 0.2682, 0.3092, 0.4779, -0.5549, 0.1698, -0.0291, -0.7005, -1.1119]}